1.
The following is a quantum chemistry calculation of C21H26N2O5Pt as an isolated structure, from the Open Molecules 2025 dataset.

Total charge: +2
HOMO-LUMO gap (spin up / spin down): 7.57 / 6.53 eV
Electronic energy: -38645.8875 eV
Multiplicity: 5
<S²>: 6.0517

Geometry (Å):
Pt  0.58211  -0.75088  0.20426
C  3.96440  -3.73690  0.97081
C  3.39314  -2.37539  0.84814
C  4.20057  -1.15683  1.09707
O  2.37745  -2.20249  -0.11261
C  1.76863  -1.81918  3.42077
O  2.55090  -2.18566  4.18366
O  0.93447  -1.43630  2.69052
H  4.75995  -3.91532  0.23380
H  3.20782  -4.51437  0.84393
H  4.41983  -3.85616  1.95402
H  4.96860  -1.02602  0.32314
H  4.71545  -1.24378  2.05253
H  3.57813  -0.25655  1.09536
H  2.28836  -3.00839  -0.63934
C  -3.17812  0.51612  -3.77099
C  -1.87174  0.86550  -3.41881
C  -1.30795  0.35390  -2.27817
C  -2.03887  -0.53248  -1.44313
C  -3.35714  -0.89421  -1.83044
C  -3.91019  -0.36052  -2.96967
N  -1.42395  -1.04684  -0.35804
C  -2.04452  -1.77534  0.65233
C  -1.40714  -2.94865  1.09773
C  -1.96680  -3.71231  2.10087
C  -3.16633  -3.31807  2.68158
C  -3.79592  -2.15194  2.26114
C  -3.24830  -1.38074  1.25474
H  -3.61250  0.90231  -4.68307
H  -1.30515  1.53294  -4.05426
H  -0.28995  0.59733  -1.99436
H  -3.90647  -1.62097  -1.25051
H  -4.91300  -0.64126  -3.26063
H  -0.51281  -3.28345  0.57798
H  -1.48702  -4.62854  2.41773
H  -3.61259  -3.92087  3.46066
H  -4.72282  -1.84333  2.72502
H  -3.71373  -0.45058  0.95676
O  -0.01241  1.27413  1.05504
C  0.84516  1.87270  0.37721
O  1.62406  1.27832  -0.42562
C  0.95768  3.39730  0.48844
N  1.99370  3.85089  -0.51001
C  1.32474  4.77322  -1.49154
C  -0.12940  4.32877  -1.44468
C  -0.34781  4.08234  0.05166
H  1.24910  3.65426  1.50465
H  2.30059  2.97108  -0.96026
H  2.80711  4.28136  -0.07474
H  1.79617  4.69358  -2.46760
H  1.42687  5.79427  -1.12886
H  -0.27381  3.41017  -2.01840
H  -0.79717  5.08739  -1.84483
H  -1.20559  3.45109  0.26719
H  -0.47578  5.02533  0.58182

Atoms 1-6, force components in eV/Å:
Pt -0.05 0.37 0.11
C -0.02 0.03 -0.14
C 0.18 0.01 0.37
C -0.17 -0.05 -0.08
O -0.19 0.05 -0.26
C -0.24 0.01 0.21

***

2.
The following is a quantum chemistry calculation of C8H10B3F18O4Sn as an isolated structure, from the Open Molecules 2025 dataset.

Total charge: -1
HOMO-LUMO gap: 9.62 eV
Electronic energy: -73445.4489 eV

Geometry (Å):
Sn  -12.78683  -11.35202  4.95050
B  -11.69838  -14.67262  4.84512
F  -11.78254  -13.54087  3.95993
F  -12.98719  -14.97243  5.28773
F  -11.08056  -15.75243  4.25589
F  -10.97844  -14.18240  5.96249
B  -10.71464  -11.50105  7.67615
F  -10.36612  -11.06323  6.37577
F  -12.10582  -11.80669  7.59606
F  -9.95882  -12.55748  8.10945
F  -10.62435  -10.41565  8.57758
B  -15.32885  -12.91061  6.49422
F  -15.14988  -12.77155  5.08242
F  -14.99481  -14.16407  6.93494
F  -14.36681  -11.93707  6.95746
F  -16.61506  -12.53336  6.84382
C  -9.42865  -7.74688  0.13210
C  -9.96573  -8.37155  1.40597
O  -9.26791  -9.59926  1.66715
C  -9.82505  -10.47739  2.45443
O  -10.89213  -10.36258  3.00000
C  -8.90929  -11.69164  2.73926
F  -9.32720  -12.33220  3.80291
F  -8.92156  -12.54335  1.70059
F  -7.64479  -11.28988  2.90130
H  -8.37485  -7.47780  0.18692
H  -10.01051  -6.83597  -0.01017
H  -9.56374  -8.43838  -0.69753
H  -11.01817  -8.59086  1.22737
H  -9.86781  -7.69384  2.25229
C  -15.11320  -16.27005  2.29188
C  -14.50526  -14.91201  2.50104
O  -13.57868  -14.61671  1.42433
C  -13.27375  -13.35199  1.26905
O  -13.50123  -12.48550  2.06748
C  -12.32918  -13.18022  0.06906
F  -12.81500  -13.76048  -1.03003
F  -12.18643  -11.86281  -0.17413
F  -11.12613  -13.67005  0.33666
H  -15.55498  -16.59798  3.23153
H  -14.29928  -16.97664  2.10498
H  -15.80696  -16.33977  1.45675
H  -13.98809  -14.82229  3.45772
H  -15.25788  -14.12740  2.61984

Atoms 1-6, force components in eV/Å:
Sn 0.35 -2.32 1.72
B 0.45 -0.38 2.46
F -0.56 1.27 -0.64
F -0.04 -0.03 -0.59
F -0.07 0.25 -0.45
F -0.07 -0.18 -0.69